# 1
Entry from the Open Molecules 2025 dataset: a structure of composition C2H5N3O2 (the ωB97M-V functional and the def2-TZVPD basis).

```
12
Properties=species:S:1:pos:R:3:forces:R:3:mulliken_charge:R:1
C -1.4813 1.5188 -0.2198 0.1 0.1 0.0 -0.5777
H -1.2810 2.5655 0.0148 0.0 0.0 -0.1 0.2427
C 0.6383 -1.2801 -0.2256 -0.4 0.6 -0.5 0.6150
N 1.9437 -0.9040 -0.2310 0.1 0.1 0.1 -0.4257
O 0.0295 -2.0027 -0.9341 0.2 0.2 0.6 -0.4753
H 2.5444 -1.5306 -0.7467 -0.1 0.0 0.1 0.2598
N -0.2264 -0.1220 0.6976 -0.1 -0.9 -0.4 0.6906
H 2.3079 -0.5617 0.6461 -0.1 -0.1 -0.1 0.2466
O 0.1430 -1.0398 1.5588 -0.1 0.4 0.1 -0.5602
H -2.5588 1.4111 -0.3565 0.1 0.0 0.1 0.2438
H -0.9680 1.2290 -1.1395 0.0 0.0 0.1 0.3147
N -1.0913 0.7165 0.9360 0.2 -0.4 0.0 -0.5742
```
Forces are in eV/Å.

The value obtained for the LUMO energy is 0.872 eV. Its charge is 0. For the energy above the lowest of the compared OMol25 structures with the same formula, charge and spin, the calculation gives 5.180 eV. The electronic energy comes out at -10716.63074 eV. Its orbital gap is 10.49 eV.

# 2
Entry from the Open Molecules 2025 dataset: a structure of composition C29H20ClF5LaP (the ωB97M-V functional and the def2-TZVPD basis).

```
57
Properties=species:S:1:pos:R:3:forces:R:3:mulliken_charge:R:1
C 1.2740 2.8994 -3.5488 -0.1 -0.1 0.2 -0.6031
H 2.3663 -2.4175 2.6670 -0.5 -0.1 -0.1 0.5267
H -2.0749 1.2736 -2.2943 -0.1 -0.3 -0.1 0.3748
P 0.1639 -0.2830 -1.1807 0.1 0.3 0.3 0.4265
H 1.6779 3.0459 -4.5483 0.0 0.0 0.2 0.4095
C -3.6650 -0.1384 -2.6712 0.0 -0.2 0.1 -0.5750
H -1.9340 -2.0183 3.4918 0.4 0.1 -0.2 0.4578
C -0.9878 -2.1699 2.9710 0.6 -0.3 -0.1 -0.8237
H 1.0986 5.0173 -3.1348 0.0 -0.4 0.1 0.3706
H -0.2979 2.3849 -0.0206 0.2 0.1 -0.4 0.2596
C -0.8768 3.5345 5.5795 0.0 0.0 -0.2 0.6326
C -1.4849 -0.7485 -1.7962 -0.5 -0.1 -0.2 0.3723
La 0.5234 -0.0053 1.8218 -1.1 0.1 -0.1 1.5335
H 0.9878 -3.2420 0.4757 -0.1 0.2 0.2 0.6072
C -1.9229 -2.0828 -1.6684 0.0 0.4 -0.1 -0.3766
C 0.3206 -2.0129 3.5362 -0.1 -0.6 -0.4 -0.5355
H -4.3389 0.6189 -3.0674 0.1 -0.2 0.1 0.4108
F -1.0401 4.4797 6.5203 0.1 -0.3 -0.3 -0.2978
H 0.1325 -2.1686 -3.4965 0.3 0.1 0.0 0.4263
H -1.2494 -2.8403 -1.2588 -0.2 0.2 -0.2 0.7278
C -2.3852 0.2289 -2.2585 0.3 -0.4 0.0 -0.7127
C 2.7009 -1.4136 -1.3680 -0.3 0.1 -0.1 -0.2119
C 0.4238 3.8101 -1.4729 -0.1 0.1 0.0 -0.6676
C -0.0754 2.8286 3.4301 -0.3 0.0 0.9 0.7428
F 0.5853 3.1402 2.2524 -0.3 -0.2 0.5 -0.2849
Cl 3.0297 0.5741 1.7192 1.0 0.2 0.0 -0.6490
C -0.5608 1.5473 3.6083 -0.1 0.1 -0.3 -1.1032
C -1.2336 1.2818 4.7831 0.2 0.7 0.2 0.8208
F 0.3456 5.0440 4.2106 -0.2 -0.2 0.1 -0.3016
H 0.2003 4.6675 -0.8316 0.1 -0.3 -0.3 0.4224
H 4.2461 -3.4779 -3.5956 -0.3 0.2 0.2 0.3583
C 3.4448 -2.9033 -3.1227 -0.1 0.1 0.1 -0.4743
C 1.4121 -1.3666 -1.9456 0.3 -0.4 -0.3 0.2043
C 0.1707 2.5213 -1.0045 0.2 -0.4 -0.4 0.0128
H -1.6481 -3.0047 1.0050 0.2 0.3 0.1 0.5464
C 0.9458 4.0034 -2.7572 0.0 -0.2 0.2 -0.5672
C -3.2169 -2.4325 -2.0508 0.0 0.1 -0.1 -0.8046
H 0.5445 -1.6710 4.5489 -0.1 -0.1 -0.4 0.5646
F -2.0524 1.9648 6.9077 0.1 0.2 -0.2 -0.3039
C 2.1577 -2.9048 -3.6677 0.0 0.1 0.2 -0.5842
C 0.4966 1.4044 -1.8075 0.0 0.2 -0.2 0.3026
C -1.3987 2.2577 5.7697 -0.2 -0.5 0.0 -0.0192
C -0.1986 3.8290 4.3985 0.3 -0.1 -0.5 -0.1244
H 1.9444 -3.4865 -4.5655 0.1 0.1 0.3 0.4060
C 1.0771 1.6025 -3.0659 -0.1 0.4 0.1 -0.2532
C 1.1378 -2.1496 -3.0763 0.3 0.1 0.1 -0.1585
H -3.5484 -3.4651 -1.9382 0.1 0.3 -0.1 0.3996
F -1.7526 0.0426 5.0262 0.2 0.6 0.0 -0.2906
C 1.2797 -2.4250 2.5488 -0.5 -0.4 0.2 -1.0974
H 2.9147 -0.8464 -0.4561 0.0 -0.1 -0.4 0.0849
C 0.5557 -2.8155 1.3787 0.1 0.0 0.7 -0.2838
C -0.8359 -2.6843 1.6528 0.4 0.4 0.5 -0.2741
H 4.7091 -2.1783 -1.5173 -0.4 0.0 -0.1 0.4147
H -5.0823 -1.7545 -2.9097 0.3 0.1 0.1 0.3758
C -4.0835 -1.4691 -2.5792 0.3 0.1 0.1 -0.5358
H 1.3680 0.7417 -3.6659 -0.1 0.2 0.1 0.3764
C 3.7097 -2.1680 -1.9603 -0.1 -0.1 -0.2 -0.6547
```
Forces are in eV/Å.

The value obtained for the LUMO energy is -0.153 eV. Its charge is 0. The electronic energy comes out at -66657.12291 eV. Its orbital gap is 8.57 eV.

# 3
Entry from the Open Molecules 2025 dataset: a structure of composition C15H29AlN3O8P2S (the ωB97M-V functional and the def2-TZVPD basis).

```
59
Properties=species:S:1:pos:R:3:forces:R:3:mulliken_charge:R:1
C 2.5450 -2.4648 -1.0576 -0.1 -0.2 0.0 -1.3323
H 3.8962 -0.1479 2.9320 0.4 -0.3 0.0 0.4053
C 3.1867 3.5690 2.0196 0.1 0.1 -0.1 -1.6795
C 1.9713 2.6719 1.9278 0.0 -0.4 -0.5 0.8952
S -1.8206 -1.4415 1.6656 0.0 -0.6 -0.3 -0.4374
N -2.8601 0.7628 2.6257 -0.5 0.0 -0.2 -0.5133
H -1.0189 1.2089 3.3221 -0.3 0.0 -0.3 0.2997
P 1.0980 2.8284 0.3344 -0.4 0.4 -0.6 0.4037
H -3.5216 0.0568 -1.3038 -0.1 0.0 0.1 0.3608
C 0.1436 -2.8067 -1.5467 0.1 -0.1 0.1 0.1656
H 1.4697 -4.3136 -0.9123 0.0 0.1 0.0 0.6517
H -1.6920 -4.0609 -4.1135 0.0 -0.1 -0.1 0.4113
O -0.0388 -0.6395 -0.5298 0.6 -0.4 -1.2 1.2858
H 2.4504 -1.4291 -0.7434 0.0 0.1 0.0 0.1214
C -1.3097 -3.3441 -3.4042 0.0 -0.1 -0.1 -1.2933
N -4.3454 -0.9624 2.2154 0.3 0.2 0.0 -0.4131
P 2.3909 0.8772 1.8089 -0.1 -0.6 0.9 0.9735
C -0.3390 -3.7047 -2.4913 -0.1 0.1 0.0 -1.0942
H -0.1058 0.9414 -3.7481 0.1 0.0 -0.1 0.4037
H 2.9001 4.6179 1.9325 0.0 0.0 0.0 0.4056
C -1.8306 0.3067 -2.6192 0.2 0.1 0.2 0.2511
H 0.0847 -3.6240 1.0977 -0.1 -0.1 0.1 0.2728
H -4.4980 -1.9129 1.9214 0.0 0.0 0.0 0.2232
O 3.0631 0.6295 0.5211 0.3 0.0 -0.4 -0.8571
H 3.4293 -2.8844 -0.5841 0.2 0.0 0.1 0.4135
H -3.6236 1.3645 2.9097 0.3 0.0 0.0 0.2021
O 3.2700 0.5621 3.0903 -0.3 0.4 -0.1 -0.5850
H -3.0816 1.7426 -1.6121 -0.1 0.2 0.1 0.4830
C -0.3859 -1.5087 -1.5213 -0.4 -0.1 0.3 0.6507
H 0.8011 4.6703 -0.7117 0.1 0.3 -0.3 0.3644
C 1.2931 -3.2582 -0.6723 0.1 0.2 0.1 0.5333
C -0.6718 1.2704 -2.8806 -0.1 0.0 0.0 -1.4171
H 2.5615 1.7487 -0.7553 0.2 -0.3 0.1 0.4610
H -0.0004 1.3085 -2.0297 0.1 0.0 0.0 0.1036
H -2.4775 0.3356 -3.5051 0.1 -0.1 0.2 0.6880
H 2.6803 -2.4873 -2.1360 0.1 0.0 -0.1 0.3921
H 1.8264 -3.7191 1.3561 0.1 0.0 0.1 0.5051
N -1.5754 1.2876 2.4611 0.4 0.1 0.2 -0.2054
H 3.8838 3.3175 1.2218 0.1 0.1 0.0 0.4170
H 3.6926 3.4103 2.9719 0.0 0.0 0.0 0.4492
C -1.3199 -1.1119 -2.4886 -0.1 0.1 -0.1 0.3023
H -5.1364 -0.4088 2.4993 0.0 0.0 0.0 0.2062
O 1.0400 0.1596 2.0254 0.7 0.0 0.4 -0.3144
H -1.5938 2.2716 2.1899 -0.2 -0.3 0.0 0.3199
H -2.1007 0.7674 -0.5057 -0.3 0.1 -0.2 -0.0572
C 1.0411 -3.1772 0.8333 0.0 0.0 -0.2 -1.1117
C -1.7709 -2.0440 -3.4129 0.0 -0.1 0.0 -0.9719
O 0.9743 2.9242 2.8962 -0.1 0.1 0.5 -0.5272
H 0.0532 -4.7113 -2.5036 0.1 -0.1 0.0 0.4193
H -2.5021 -1.7450 -4.1496 -0.1 0.1 -0.1 0.4149
H -1.0481 2.2720 -3.0741 0.0 0.2 0.0 0.4255
Al -0.2900 0.1820 0.8910 -0.9 0.1 0.7 0.0137
C -3.0986 -0.4888 2.1766 -0.1 0.3 0.3 0.7049
H 1.0523 -2.1447 1.1802 0.1 -0.1 0.0 -0.0594
H 1.3944 2.9253 3.7696 -0.1 0.1 -0.1 0.3952
C -2.6882 0.7452 -1.4313 0.1 -0.1 -0.2 -1.1766
O -0.1038 1.9201 0.3634 0.1 0.2 0.0 -0.2736
O 2.0503 2.5825 -0.8695 -0.1 0.5 0.0 -0.5303
O 0.6056 4.3030 0.1534 0.1 0.0 0.4 -0.5453
```
Forces are in eV/Å.

The value obtained for the LUMO energy is -2.664 eV. Its charge is +1. For the energy above the lowest of the compared OMol25 structures with the same formula, charge and spin, the calculation gives 0.000 eV. The electronic energy comes out at -72891.73156 eV. Its orbital gap is 7.55 eV.

# 4
Entry from the Open Molecules 2025 dataset: an isolated molecule of C2H4OS2 (the ωB97M-V functional and the def2-TZVPD basis).

```
9
Properties=species:S:1:pos:R:3:forces:R:3:mulliken_charge:R:1
H 0.0576 -1.6905 -0.2198 -0.6 0.4 0.0 0.3122
O -0.4101 1.6100 0.1478 -5.5 -0.7 -0.6 -0.4037
S -2.5556 0.0071 -0.2834 0.0 0.5 -0.1 -0.2689
H 0.0906 -1.1263 1.5026 0.3 1.2 -2.0 0.2854
C 0.0875 -0.7802 0.3844 0.2 1.6 -0.4 -0.5306
S 1.7020 0.1365 -0.2565 0.5 -2.5 -0.8 -0.3671
H 1.5593 -0.0919 -1.6717 -0.2 0.3 2.1 0.1906
H 0.5007 1.5592 0.3628 1.7 -0.5 0.2 0.3450
C -1.0320 0.3760 0.0337 3.6 -0.4 1.6 0.4371
```
Forces are in eV/Å.

The value obtained for the LUMO energy is 0.188 eV. Its charge is 0. For the energy above the lowest of the compared OMol25 structures with the same formula, charge and spin, the calculation gives 1.471 eV. The electronic energy comes out at -25855.02400 eV. Its SMILES is OC(=S)CS. Its orbital gap is 9.12 eV.

# 5
Entry from the Open Molecules 2025 dataset: a structure of composition C36H30CoGeN6O4 (the ωB97M-V functional and the def2-TZVPD basis).

```
78
Properties=species:S:1:pos:R:3:forces:R:3:mulliken_charge:R:1
C -2.6922 -3.5349 -3.0901 0.1 0.0 0.0 -1.2969
C -0.7019 3.2097 -0.1190 0.0 0.0 0.1 -0.0900
H -2.3022 -0.5037 -2.3609 0.0 0.0 0.0 0.1302
H -1.2045 -0.8101 -4.3398 0.0 0.0 0.0 0.4368
H 0.2544 -4.8902 -3.5574 0.0 0.0 -0.1 0.3993
C -1.2628 5.0496 -3.4499 0.4 0.2 0.2 0.3923
C 2.1352 0.6591 -3.1422 0.1 0.1 0.1 -0.6146
C -1.0733 3.0694 1.2453 0.0 0.0 -0.1 0.8381
H 5.7687 -0.1297 3.5614 0.0 0.0 0.0 0.3971
H -0.3461 -2.1668 -5.0744 0.0 0.0 -0.1 0.4524
C -0.8264 -1.4038 1.8087 -0.3 -0.2 0.1 -0.3506
N 2.4509 0.7904 1.7875 -0.1 0.0 -0.2 0.7096
O -1.4371 -4.5934 4.4143 -0.4 0.2 0.3 -0.7442
C 2.9330 -0.4671 -3.1690 0.0 0.0 0.1 -0.6137
C -0.7502 4.0521 -2.3839 -0.1 -0.1 0.0 -0.5875
H 3.4959 -0.7142 -4.0598 0.0 0.0 0.0 0.3583
H 2.2836 -1.5190 -0.0196 0.0 0.0 0.0 0.2691
H 1.9154 -2.5994 4.1501 0.0 0.0 0.0 0.6070
C -0.3136 -4.0640 4.5067 0.4 -0.7 -1.0 0.4544
C 2.5312 -0.3592 2.5523 0.0 -0.1 0.0 0.6631
H -4.4429 1.3547 0.8696 0.0 0.0 0.0 0.3531
H 3.4097 2.4325 1.0440 0.0 0.0 -0.1 0.4530
C -0.4485 -1.5742 -4.1638 0.0 0.0 0.1 -0.9284
H -3.4514 -2.7537 -3.0971 0.0 0.0 0.0 0.3691
H 2.0582 1.3210 -3.9928 0.0 0.0 0.0 0.4571
C -2.5071 -0.3651 -1.3117 -0.1 0.1 -0.1 -0.2478
C 1.3593 -1.1651 2.5921 0.2 0.0 0.1 0.4113
H -2.9596 -4.2606 -2.3230 0.0 0.0 0.0 0.3865
H -2.4460 4.7179 1.4319 0.0 0.0 0.0 0.4083
H 1.4063 -3.8440 -2.7145 0.1 0.0 0.0 0.2721
C 2.2682 -0.9268 -0.9255 0.0 -0.1 0.0 -0.1997
C -2.2188 3.6590 3.2735 0.0 0.0 0.0 -0.5133
C -3.4766 0.4916 -0.8628 0.0 0.0 0.0 -0.6131
N 1.4966 0.1586 -0.8948 0.1 0.1 -0.2 1.2459
N 0.2121 2.2733 -0.4994 0.1 0.1 -0.3 0.6712
N -0.4763 1.9890 1.8810 -0.1 0.1 0.1 1.3094
C -0.8908 -2.0631 -0.9176 0.2 -0.2 -0.2 -1.0806
H -2.0643 -2.9173 2.6858 0.0 0.0 0.0 0.6294
N -1.7219 -1.1125 -0.4592 -0.1 -0.1 0.0 0.9810
H -0.2129 0.9421 3.6268 0.0 0.0 0.0 0.2661
H 3.7998 -1.5689 3.8274 0.0 0.0 0.0 0.3909
C 0.1399 3.0139 -2.7572 0.1 -0.1 0.0 -0.9660
C 4.7518 1.2788 2.2489 0.0 0.0 0.0 -1.1781
H -1.8917 4.8984 -0.8342 0.0 0.0 0.0 0.5908
H -1.7239 2.3630 4.9674 0.0 0.0 0.0 0.4343
H -2.8673 0.1721 2.4218 0.0 0.0 0.0 0.5356
C -1.9682 3.8992 1.9523 0.0 0.0 0.1 -0.8032
Co 0.5663 0.8690 0.6855 0.0 -0.1 0.4 -1.9030
O -2.0693 5.9042 -3.0423 -0.3 0.0 0.1 -0.7499
C -1.8329 -0.8237 0.8938 -0.3 0.0 0.1 0.1632
C 0.5796 2.1459 -1.7948 -0.1 0.1 0.0 0.2043
C -3.6953 0.6724 0.4968 0.1 0.0 0.0 -1.0722
C 3.0082 -1.2762 -2.0377 0.0 0.1 -0.1 -0.7188
C 1.1457 -2.2619 3.4699 -0.1 0.0 0.0 -0.9788
H 0.2888 -4.8500 -1.7893 0.0 0.0 0.0 0.4092
H 5.5933 1.9388 2.0989 0.0 0.0 0.0 0.3801
C -0.0644 -2.8962 3.5226 -0.1 0.4 0.2 -0.7832
H 0.4990 -1.0748 -3.9659 -0.1 -0.1 0.0 0.0650
C 1.4270 0.9584 -1.9833 0.1 -0.1 0.1 0.4945
C 0.3944 -4.2465 -2.6893 0.0 0.1 0.0 -1.2685
H 0.4216 2.9337 -3.7974 0.0 0.0 0.0 0.5742
C 4.8390 0.1219 3.0652 0.0 0.0 0.0 -0.3157
O 0.6831 -4.4417 5.1500 0.1 0.2 0.5 -0.7490
C -1.0977 -2.4355 2.6635 0.0 -0.1 0.0 -0.9609
C -1.5668 2.5785 3.9203 0.0 0.0 0.1 -1.0008
C -2.8271 0.0093 1.3525 0.0 0.1 0.0 -0.2356
N 0.3598 -0.7791 1.7503 0.3 0.2 0.0 1.4055
C -1.1729 4.1286 -1.0807 0.0 0.0 -0.1 -0.8646
Ge -0.9122 -2.7864 -2.6863 -0.1 0.0 0.0 0.2882
H -0.3358 -2.5826 -0.1504 0.0 0.0 0.0 0.6956
C 3.7465 -0.6783 3.2171 0.0 0.0 0.0 -1.3369
C -0.7214 1.7889 3.1806 0.0 0.0 0.0 -0.0920
H -4.0467 1.0374 -1.6024 0.0 0.0 0.0 0.4300
H -2.6991 -4.0290 -4.0616 0.0 0.0 -0.1 0.3987
O -0.7566 4.9128 -4.5807 0.0 -0.2 -0.2 -0.7501
H 3.6277 -2.1608 -2.0124 0.0 0.0 0.0 0.5277
H -2.9092 4.2887 3.8203 0.0 0.0 0.0 0.4062
C 3.5359 1.5460 1.6581 0.0 0.1 0.0 -0.1072
```
Forces are in eV/Å.

The value obtained for the LUMO energy (spin up / spin down) is 3.978 / 3.910 eV. Its charge is -2. For the energy above the lowest of the compared OMol25 structures with the same formula, charge and spin, the calculation gives 0.180 eV. The spin multiplicity is 4. The electronic energy comes out at -149094.94316 eV. Its orbital gap (spin up / spin down) is 4.38 / 6.37 eV.